No. 1
Computed, not measured: a 9-piece molecular cluster, C39H43Br4N7 overall, with ωB97M-V with the def2-TZVPD basis set.

Computed properties:
Orbital gap in eV: 9.518
F_max in eV/Å: 3.84
LUMO level in eV: 0.18
HOMO level in eV: -9.34

The geometry in ORCA input format:
```
! wB97M-V def2-TZVPD RIJCOSX def2/J DEFGRID3
* xyz 0 1
C -0.489 -8.955 -2.718
H -0.150 -3.147 -7.224
C -4.590 -0.049 2.533
C 4.750 0.809 6.215
H -3.070 6.417 0.613
N -0.744 -7.801 -0.634
C -0.686 3.211 5.794
C 8.811 -5.416 1.235
H -3.440 9.279 1.409
H 0.384 1.627 -2.691
C 5.357 0.616 7.622
C -3.716 -1.077 0.592
H -6.599 6.656 -3.808
C -4.272 -2.375 2.521
H 0.709 -0.789 -2.372
C 1.232 2.145 -0.762
C 8.151 -4.272 1.701
H 1.518 -8.764 -3.568
H 0.074 4.387 9.379
H 3.721 1.167 6.224
H -1.184 1.368 -8.820
C -6.066 5.769 -4.117
H 4.761 0.014 8.307
C 0.829 -8.491 -2.783
C 6.975 -3.810 1.126
H 2.449 -7.492 -1.703
H 1.431 5.365 7.346
C 0.651 4.630 7.215
H 0.949 -7.004 0.254
H 1.756 -1.457 -7.377
Br -4.699 6.848 2.407
H 4.764 -0.196 5.793
H -3.491 -3.209 0.724
H -2.342 -8.673 -1.603
H -6.502 3.384 -6.516
N 2.094 0.317 0.535
N 8.499 -6.111 0.126
C -0.895 0.373 -8.517
N -4.010 0.084 1.291
H 2.091 2.199 1.265
C -5.226 3.223 -4.750
C 0.063 4.033 8.359
C 0.778 1.242 -1.762
C -3.364 8.551 0.601
N -0.713 2.915 8.240
C -6.114 3.818 -5.606
H 1.815 -1.570 -0.323
C 6.595 -4.532 0.015
H -2.319 -2.580 -7.987
H -4.977 0.849 2.992
N -4.974 5.293 -3.416
H 0.549 4.867 5.129
C 0.432 0.073 -8.277
C 1.829 1.642 0.378
C 7.314 -5.638 -0.477
H 9.504 -5.797 1.970
N -1.895 -0.554 -8.381
C -6.504 5.141 -5.376
C 0.746 -1.125 -7.568
C 1.404 -7.763 -1.679
H 5.480 1.611 8.052
C 0.982 -0.095 -1.591
C 1.648 -0.508 -0.424
H -0.847 2.758 4.826
C 0.232 4.238 5.948
H 8.573 -3.801 2.576
H -1.750 1.686 6.831
H -4.328 8.599 0.095
H -5.255 -1.296 4.129
C -3.088 7.250 1.316
H -3.586 -0.841 -0.454
H 1.011 3.201 -0.703
C -0.250 -2.121 -7.545
H 1.162 0.840 -8.491
Br 7.121 -0.368 7.538
C -1.278 -8.490 -1.637
H 5.786 -4.154 -0.593
C -4.634 4.016 -3.739
H -2.195 7.306 1.939
Br -1.908 9.111 -0.648
C 0.544 -7.470 -0.632
H 6.491 -2.881 1.390
C -1.564 -1.810 -7.934
C -1.122 2.549 6.994
H -7.251 5.654 -5.963
Br 5.695 2.239 5.161
H -4.275 -3.376 2.927
C -3.793 -2.285 1.194
H -4.992 2.182 -4.913
H 6.958 -6.252 -1.292
H -0.902 -9.620 -3.462
C -4.823 -1.248 3.140
H -3.796 3.715 -3.129
*
```

---

No. 2
Computed, not measured: a 2-piece molecular cluster, C2H6NO2 overall, with ωB97M-V with the def2-TZVPD basis set.

Computed properties:
Orbital gap in eV: 9.925
F_max in eV/Å: 1.15
LUMO level in eV: -5.20
HOMO level in eV: -15.12

The geometry in ORCA input format:
```
! wB97M-V def2-TZVPD RIJCOSX def2/J DEFGRID3
* xyz 1 1
O -2.697 -0.976 -0.849
C 2.117 0.673 1.549
H 0.607 1.769 0.893
O -0.582 -0.264 -0.958
H -3.370 -1.109 -1.528
H 2.367 1.392 2.316
N 1.140 0.912 0.769
H 2.580 -0.298 1.438
C -1.509 -0.876 -1.412
H 0.776 0.192 0.145
H -1.427 -1.416 -2.364
*
```